# 1
CH4N3P | ωB97M-V/def2-TZVPD

Last column: Mulliken charge in e.
Atoms and positions in Å:
1 C -0.9849 0.1924 0.6373  -0.4085
2 N -0.7904 1.1545 -0.4215  -0.1177
3 N 0.2475 0.9161 -1.1133  -0.1542
4 N 1.0193 -0.0348 -0.7656  -0.1071
5 P 0.4399 -0.9569 0.5117  0.0515
6 H -1.0822 0.5424 1.6698  0.3406
7 H -1.7255 -0.5080 0.4871  0.2599
8 H 1.6936 -1.0334 -2.5028  0.0654
9 H 1.1827 -0.2724 1.4972  0.0701

Values from the calculation:
calculated total energy: -14854.1354 eV
ΔE to the lowest compared entry with this formula, charge and spin: 6.6110 eV
multiplicity: 1

***

# 2
CH4N4 | ωB97M-V/def2-TZVPD

Last column: Mulliken charge in e.
Atoms and positions in Å:
1 C -0.6035 -1.1332 0.5552  0.0939
2 N -1.4796 -0.2754 0.8468  -0.3442
3 N -1.0122 0.6781 -0.0781  -0.2387
4 N 0.2124 -0.1114 -0.5318  -0.1315
5 N 1.4364 0.4194 -0.2168  -0.4782
6 H -0.3026 -2.1536 0.9507  0.2985
7 H -1.6238 0.6366 -0.9086  0.2898
8 H 1.3835 1.2459 0.4630  0.2636
9 H 1.9894 0.6936 -1.0805  0.2470

Values from the calculation:
calculated total energy: -7057.2692 eV
ΔE to the lowest compared entry with this formula, charge and spin: 5.7158 eV
multiplicity: 1